1.
Formula: C2H4NO2
Source: OMol25
Level of theory: the ωB97M-V functional and the def2-TZVPD basis

## Properties
- LUMO (eV) = 4.4
- 2S+1 = 1
- ΔE to the lowest compared entry with this formula, charge and spin (kcal/mol) = 4.8
- electronic energy (eV) = -7725.40533
- gap between HOMO and LUMO (hartree) = 0.291
- SMILES = CNC(=O)[O-]
- total charge = -1
- strongest force on any atom (Eh/bohr) = 0.0303

Structure (XYZ):
```
9
C2H4NO2 (the ωB97M-V functional and the def2-TZVPD basis)
C -0.975 -1.016 1.177
N 0.151 -0.842 0.280
C 0.290 0.436 -0.380
O 1.458 0.807 -0.657
O -0.778 0.966 -0.762
H -0.944 -0.308 2.010
H -0.912 -2.045 1.539
H -1.894 -0.988 0.573
H 1.020 -1.330 0.435
```

=====

2.
Formula: C2H4NO2
Source: OMol25
Level of theory: the ωB97M-V functional and the def2-TZVPD basis

## Properties
- LUMO (eV) = -6.9
- 2S+1 = 1
- ΔE to the lowest compared entry with this formula, charge and spin (kcal/mol) = 115.9
- electronic energy (eV) = -7710.93206
- gap between HOMO and LUMO (hartree) = 0.424
- SMILES = O=[N+]1CCO1
- total charge = +1
- strongest force on any atom (Eh/bohr) = 0.0889

Structure (XYZ):
```
9
C2H4NO2 (the ωB97M-V functional and the def2-TZVPD basis)
O -2.264 -0.542 -0.109
N -1.168 -0.173 0.052
C 0.146 -0.797 0.107
C 0.751 0.818 -0.134
O -0.713 1.045 0.098
H 0.358 -1.547 -0.642
H 0.367 -1.282 1.094
H 1.471 1.308 0.622
H 1.052 1.169 -1.089
```

=====

3.
Formula: C2H4NO2
Source: OMol25
Level of theory: the ωB97M-V functional and the def2-TZVPD basis

## Properties
- LUMO (eV) = -4.9
- 2S+1 = 1
- ΔE to the lowest compared entry with this formula, charge and spin (kcal/mol) = 14.6
- electronic energy (eV) = -7715.32291
- gap between HOMO and LUMO (hartree) = 0.395
- total charge = +1
- strongest force on any atom (Eh/bohr) = 0.0311

Structure (XYZ):
```
9
C2H4NO2 (the ωB97M-V functional and the def2-TZVPD basis)
C -1.786 -0.582 -0.020
C 1.162 -0.233 0.040
N 1.535 0.967 -0.012
O -1.062 0.376 -0.044
O 1.025 -1.356 0.100
H -2.874 -0.513 -0.102
H -1.370 -1.599 0.101
H 0.846 1.720 -0.075
H 2.525 1.219 0.012
```

=====

4.
Formula: C2H4NO2P
Source: OMol25
Level of theory: the ωB97M-V functional and the def2-TZVPD basis

## Properties
- LUMO (alpha / beta) (eV) = 0.3 / 0.3
- 2S+1 = 1
- ΔE to the lowest compared entry with this formula, charge and spin (kcal/mol) = 150.1
- electronic energy (eV) = -17006.89871
- gap between HOMO and LUMO (alpha / beta) (hartree) = 0.270 / 0.270
- total charge = 0
- strongest force on any atom (Eh/bohr) = 0.0814

Structure (XYZ):
```
10
C2H4NO2P (the ωB97M-V functional and the def2-TZVPD basis)
C 0.954 1.921 -1.166
C -1.661 -2.073 0.715
N 1.266 1.015 -0.268
O -0.546 -2.389 0.759
O 1.031 1.266 1.097
P 1.942 -0.173 0.546
H 1.111 1.526 -2.136
H 0.302 2.697 -0.941
H -2.353 -2.565 1.328
H -2.046 -1.224 0.065
```

=====

5.
Formula: C2H4NO2S
Source: OMol25
Level of theory: the ωB97M-V functional and the def2-TZVPD basis

## Properties
- LUMO (alpha / beta) (eV) = -7.4 / -7.4
- 2S+1 = 1
- ΔE to the lowest compared entry with this formula, charge and spin (kcal/mol) = 55.7
- electronic energy (eV) = -18546.61617
- gap between HOMO and LUMO (alpha / beta) (hartree) = 0.305 / 0.305
- total charge = +1
- strongest force on any atom (Eh/bohr) = 0.0561

Structure (XYZ):
```
10
C2H4NO2S (the ωB97M-V functional and the def2-TZVPD basis)
C 0.080 0.781 0.021
C 0.501 -0.645 0.132
N 1.374 1.342 -0.364
O 1.648 2.464 -0.619
O 3.086 -1.283 0.027
S 2.275 -0.236 0.544
H -0.543 0.802 -0.864
H -0.473 1.325 0.812
H -0.019 -1.003 1.052
H 0.256 -1.392 -0.679
```

=====

6.
Formula: C2H4NO3P
Source: OMol25
Level of theory: the ωB97M-V functional and the def2-TZVPD basis

## Properties
- LUMO (eV) = 7.3
- 2S+1 = 1
- ΔE to the lowest compared entry with this formula, charge and spin (kcal/mol) = 27.1
- electronic energy (eV) = -19059.37665
- gap between HOMO and LUMO (hartree) = 0.225
- SMILES = [H]/N=C/OP(=C)([O-])[O-]
- total charge = -2
- strongest force on any atom (Eh/bohr) = 0.1117

Structure (XYZ):
```
11
C2H4NO3P (the ωB97M-V functional and the def2-TZVPD basis)
H 3.086 1.637 -0.544
N 2.290 1.695 0.205
C 1.215 0.960 -0.145
O 0.160 0.782 0.452
P -1.427 -0.179 -0.101
C -1.258 -1.800 0.547
O -1.333 -0.012 -1.579
O -2.436 0.605 0.656
H 1.262 0.300 -1.222
H -0.440 -2.370 0.051
H -1.119 -1.618 1.682
```

=====

7.
Formula: C2H4NO3S
Source: OMol25
Level of theory: the ωB97M-V functional and the def2-TZVPD basis

## Properties
- LUMO (eV) = 3.7
- 2S+1 = 1
- ΔE to the lowest compared entry with this formula, charge and spin (kcal/mol) = 18.8
- electronic energy (eV) = -20606.95722
- gap between HOMO and LUMO (hartree) = 0.317
- SMILES = C/C=N/S(=O)(=O)[O-]
- total charge = -1
- strongest force on any atom (Eh/bohr) = 0.1417

Structure (XYZ):
```
11
C2H4NO3S (the ωB97M-V functional and the def2-TZVPD basis)
C 0.307 -0.472 0.614
C -1.174 -0.230 0.552
N -1.899 -0.180 -0.649
S -3.608 0.134 -0.063
O -4.465 0.329 -1.264
O -3.416 1.331 0.715
O -3.976 -1.087 0.634
H 0.798 0.354 1.029
H 0.727 -0.880 -0.312
H 0.298 -1.303 1.289
H -1.707 -0.530 1.426
```

=====

8.
Formula: C2H4NO3S
Source: OMol25
Level of theory: the ωB97M-V functional and the def2-TZVPD basis

## Properties
- LUMO (eV) = 4.2
- 2S+1 = 1
- ΔE to the lowest compared entry with this formula, charge and spin (kcal/mol) = 55.1
- electronic energy (eV) = -20605.38481
- gap between HOMO and LUMO (hartree) = 0.287
- total charge = -1
- strongest force on any atom (Eh/bohr) = 0.1041

Structure (XYZ):
```
11
C2H4NO3S (the ωB97M-V functional and the def2-TZVPD basis)
C -0.716 1.012 -0.266
C 0.981 0.510 0.257
N -1.777 1.038 0.781
O -0.320 2.801 1.942
O -1.152 0.997 3.303
O 0.806 0.634 1.604
S -0.698 1.406 1.981
H -0.809 1.942 -0.765
H -1.154 0.355 -1.080
H 1.173 -0.496 -0.086
H 1.696 1.199 -0.140
```

=====

9.
Formula: C2H4NO5S2
Source: OMol25
Level of theory: the ωB97M-V functional and the def2-TZVPD basis

## Properties
- LUMO (eV) = 3.3
- 2S+1 = 1
- ΔE to the lowest compared entry with this formula, charge and spin (kcal/mol) = 66.6
- electronic energy (eV) = -35534.10339
- gap between HOMO and LUMO (hartree) = 0.290
- total charge = -1
- strongest force on any atom (Eh/bohr) = 0.1671

Structure (XYZ):
```
14
C2H4NO5S2 (the ωB97M-V functional and the def2-TZVPD basis)
C 0.040 -0.213 -0.650
C -1.243 -0.152 -0.128
N -3.609 -1.032 1.521
O -3.435 1.151 0.224
O -2.359 -0.899 -0.709
O -4.718 -0.989 -0.751
O -1.647 2.056 -1.263
O -1.346 2.126 1.132
S -3.686 -0.465 0.212
S -1.892 1.407 0.039
H 0.284 -0.193 -1.715
H 0.385 0.759 -0.167
H 0.681 -0.846 -0.068
H -1.309 -0.450 0.966
```

=====

10.
Formula: C2H4NOS2
Source: OMol25
Level of theory: the ωB97M-V functional and the def2-TZVPD basis

## Properties
- ⟨S²⟩ = 2.008
- LUMO (alpha / beta) (eV) = 3.7 / 2.5
- 2S+1 = 3
- ΔE to the lowest compared entry with this formula, charge and spin (kcal/mol) = 30.2
- electronic energy (eV) = -27344.63845
- gap between HOMO and LUMO (alpha / beta) (hartree) = 0.216 / 0.171
- total charge = -1
- strongest force on any atom (Eh/bohr) = 0.0582

Structure (XYZ):
```
10
C2H4NOS2 (the ωB97M-V functional and the def2-TZVPD basis)
C 0.239 -0.834 0.197
C 0.286 0.487 0.940
N 1.384 -1.652 0.521
O 2.280 -1.685 -0.301
S -1.436 1.033 1.447
S -2.110 -0.671 2.081
H -0.699 -1.378 0.398
H 0.114 -0.452 -0.836
H 0.868 0.395 1.856
H 0.612 1.294 0.286
```

=====

11.
Formula: C2H4NP
Source: OMol25
Level of theory: the ωB97M-V functional and the def2-TZVPD basis

## Properties
- LUMO (eV) = 1.0
- 2S+1 = 1
- ΔE to the lowest compared entry with this formula, charge and spin (kcal/mol) = 42.5
- electronic energy (eV) = -12914.68504
- gap between HOMO and LUMO (hartree) = 0.363
- SMILES = C1[C@@H]2NP12
- total charge = 0
- strongest force on any atom (Eh/bohr) = 0.0722

Structure (XYZ):
```
8
C2H4NP (the ωB97M-V functional and the def2-TZVPD basis)
C -0.904 -0.332 -0.068
C 0.173 0.515 0.518
N 1.444 0.004 -0.034
P 0.584 -1.145 0.841
H -1.914 -0.290 0.213
H -1.016 -0.550 -1.187
H 0.036 1.658 0.817
H 1.596 0.141 -1.099
```

=====

12.
Formula: C2H4NP
Source: OMol25
Level of theory: the ωB97M-V functional and the def2-TZVPD basis

## Properties
- LUMO (eV) = 0.8
- 2S+1 = 1
- ΔE to the lowest compared entry with this formula, charge and spin (kcal/mol) = 33.2
- electronic energy (eV) = -12915.08939
- gap between HOMO and LUMO (hartree) = 0.354
- SMILES = [H]/N=C1/CP1
- total charge = 0
- strongest force on any atom (Eh/bohr) = 0.0926

Structure (XYZ):
```
8
C2H4NP (the ωB97M-V functional and the def2-TZVPD basis)
H 0.064 0.759 2.290
N 0.153 1.082 1.401
C 0.166 0.251 0.451
C 0.323 0.107 -0.976
P 0.034 -1.538 -0.109
H -0.512 0.497 -1.506
H 1.212 0.091 -1.392
H -1.440 -1.250 -0.157
```

=====

13.
Formula: C2H4NP
Source: OMol25
Level of theory: the ωB97M-V functional and the def2-TZVPD basis

## Properties
- LUMO (eV) = 0.5
- 2S+1 = 1
- ΔE to the lowest compared entry with this formula, charge and spin (kcal/mol) = 65.3
- electronic energy (eV) = -12913.69803
- gap between HOMO and LUMO (hartree) = 0.330
- total charge = 0
- strongest force on any atom (Eh/bohr) = 0.1218

Structure (XYZ):
```
8
C2H4NP (the ωB97M-V functional and the def2-TZVPD basis)
C -2.205 0.451 0.612
C 0.136 -0.297 -0.265
N -1.079 0.115 0.124
P 1.504 0.617 0.235
H -2.902 0.738 -0.142
H 0.084 -1.436 -0.552
H 2.316 0.270 -0.819
H 2.144 -0.458 0.807
```

=====

14.
Formula: C2H4NP
Source: OMol25
Level of theory: the ωB97M-V functional and the def2-TZVPD basis

## Properties
- LUMO (eV) = 0.8
- 2S+1 = 1
- ΔE to the lowest compared entry with this formula, charge and spin (kcal/mol) = 23.5
- electronic energy (eV) = -12915.50903
- gap between HOMO and LUMO (hartree) = 0.356
- SMILES = CC1=[PH]=N1
- total charge = 0
- strongest force on any atom (Eh/bohr) = 0.0426

Structure (XYZ):
```
8
C2H4NP (the ωB97M-V functional and the def2-TZVPD basis)
C 1.070 -0.188 0.322
C -0.318 -0.324 -0.011
P -1.926 0.392 0.190
N -1.115 -0.810 -0.850
H 1.308 0.785 0.713
H 1.737 -0.254 -0.581
H 1.237 -0.868 1.176
H -1.993 1.266 -0.958
```

=====

15.
Formula: C2H4NP
Source: OMol25
Level of theory: the ωB97M-V functional and the def2-TZVPD basis

## Properties
- LUMO (eV) = -0.2
- 2S+1 = 1
- ΔE to the lowest compared entry with this formula, charge and spin (kcal/mol) = 32.6
- electronic energy (eV) = -12915.11495
- gap between HOMO and LUMO (hartree) = 0.360
- SMILES = C=C.N#P
- total charge = 0
- strongest force on any atom (Eh/bohr) = 0.0746

Structure (XYZ):
```
8
C2H4NP (the ωB97M-V functional and the def2-TZVPD basis)
C -0.488 0.263 -0.442
C 0.344 -0.340 0.418
H -1.561 0.052 -0.626
H -0.286 1.039 -1.047
H 1.363 0.086 0.626
H 0.157 -1.310 0.966
N 3.829 1.949 0.323
P 3.987 1.316 1.635
```

=====

16.
Formula: C2H4NP
Source: OMol25
Level of theory: the ωB97M-V functional and the def2-TZVPD basis

## Properties
- LUMO (alpha / beta) (eV) = -1.5 / -1.5
- 2S+1 = 1
- ΔE to the lowest compared entry with this formula, charge and spin (kcal/mol) = 62.0
- electronic energy (eV) = -12913.83911
- gap between HOMO and LUMO (alpha / beta) (hartree) = 0.271 / 0.273
- total charge = 0
- strongest force on any atom (Eh/bohr) = 0.0871

Structure (XYZ):
```
8
C2H4NP (the ωB97M-V functional and the def2-TZVPD basis)
C -0.721 0.740 -0.450
C -1.164 -0.545 -0.056
N -0.332 1.795 -0.659
P 3.087 -0.137 0.093
H -1.435 -0.718 0.928
H -0.371 -1.114 -0.493
H -2.200 -0.637 -0.617
H 3.136 0.617 1.254
```

=====

17.
Formula: C2H4NPS
Source: OMol25
Level of theory: the ωB97M-V functional and the def2-TZVPD basis

## Properties
- LUMO (eV) = -0.5
- 2S+1 = 1
- ΔE to the lowest compared entry with this formula, charge and spin (kcal/mol) = 27.1
- electronic energy (eV) = -23751.46074
- gap between HOMO and LUMO (hartree) = 0.311
- SMILES = S=PN1CC1
- total charge = 0
- strongest force on any atom (Eh/bohr) = 0.0825

Structure (XYZ):
```
9
C2H4NPS (the ωB97M-V functional and the def2-TZVPD basis)
S 0.600 -1.143 -2.679
P -0.570 0.243 -2.069
N -0.523 0.157 -0.408
C 0.190 -0.592 0.595
C -0.203 0.791 0.796
H 1.244 -0.762 0.164
H -0.221 -1.409 1.338
H -1.094 1.113 1.417
H 0.577 1.602 0.847
```

=====

18.
Formula: C2H4NPS
Source: OMol25
Level of theory: the ωB97M-V functional and the def2-TZVPD basis

## Properties
- LUMO (alpha / beta) (eV) = -0.8 / -2.6
- 2S+1 = 1
- ΔE to the lowest compared entry with this formula, charge and spin (kcal/mol) = 125.6
- electronic energy (eV) = -23747.19229
- gap between HOMO and LUMO (alpha / beta) (hartree) = 0.299 / 0.219
- total charge = 0
- strongest force on any atom (Eh/bohr) = 0.1087

Structure (XYZ):
```
9
C2H4NPS (the ωB97M-V functional and the def2-TZVPD basis)
C -0.745 0.864 -0.032
C -1.288 -0.457 0.032
N 1.274 0.972 0.071
P 1.946 -0.305 -0.559
S 3.822 -0.516 0.067
H -0.933 1.805 0.450
H -2.301 -0.253 0.066
H -0.760 -0.968 0.746
H -1.016 -1.140 -0.841
```

=====

19.
Formula: C2H4NPS
Source: OMol25
Level of theory: the ωB97M-V functional and the def2-TZVPD basis

## Properties
- LUMO (alpha / beta) (eV) = -1.2 / -1.7
- 2S+1 = 1
- ΔE to the lowest compared entry with this formula, charge and spin (kcal/mol) = 80.8
- electronic energy (eV) = -23749.13453
- gap between HOMO and LUMO (alpha / beta) (hartree) = 0.277 / 0.231
- SMILES = S=PN1CC1
- total charge = 0
- strongest force on any atom (Eh/bohr) = 0.0888

Structure (XYZ):
```
9
C2H4NPS (the ωB97M-V functional and the def2-TZVPD basis)
S 0.591 2.996 1.895
P 1.602 1.317 0.335
N 0.486 0.105 0.331
C -0.895 -0.182 -0.049
C 0.269 -1.043 -0.508
H -1.378 0.246 -1.047
H -1.652 -0.499 0.726
H 0.560 -2.064 -0.123
H 0.417 -0.875 -1.561
```

=====

20.
Formula: C2H4NS
Source: OMol25
Level of theory: the ωB97M-V functional and the def2-TZVPD basis

## Properties
- LUMO (eV) = -5.3
- 2S+1 = 1
- ΔE to the lowest compared entry with this formula, charge and spin (kcal/mol) = 50.2
- electronic energy (eV) = -14453.16148
- gap between HOMO and LUMO (hartree) = 0.349
- SMILES = [NH2+]1[C@@H]2S[C@H]12
- total charge = +1
- strongest force on any atom (Eh/bohr) = 0.0913

Structure (XYZ):
```
8
C2H4NS (the ωB97M-V functional and the def2-TZVPD basis)
N 0.325 -0.482 -0.649
C -0.758 0.238 -0.122
S 0.500 1.689 0.695
C 0.249 -0.040 0.837
H 0.204 -1.380 -1.081
H 0.968 0.086 -1.302
H -1.759 0.452 -0.205
H 0.272 -0.562 1.827
```